No. 1
Density functional theory data (ωB97M-V/def2-TZVPD) for a 16-piece molecular cluster, C15H56F3IO18P2S2 overall.

## Properties
F_max, eV/A: 0.93
ΔE to the lowest compared entry with this formula, charge and spin, kJ/mol: 0.0
E_HOMO, eV: -8.1
LUMO, eV: 0.1

```
97
Properties=species:S:1:pos:R:3:lowdin_charge:R:1
C 4.778 -1.616 -0.916 -0.0484
C 4.018 -0.505 -0.197 -0.2289
O 3.339 0.338 -1.153 -0.1341
C 2.206 1.043 -0.749 -0.4303
P 2.993 2.504 0.208 0.5414
S 3.839 2.208 1.937 0.2533
C 1.657 1.863 -1.916 -0.5612
O 2.140 2.114 -2.966 0.1692
O 0.430 2.327 -1.461 -0.1248
C -0.223 1.129 -1.040 -0.6959
I -0.863 0.295 -3.069 1.1057
P -1.780 1.504 -0.078 0.9926
C -2.774 2.440 -1.293 -0.2933
C -2.669 -0.100 0.183 -0.3986
C -3.578 -0.658 -0.915 -0.1790
C 0.903 0.304 -0.278 -0.3109
C 0.809 -1.189 -0.755 -0.1735
C 1.534 -1.671 -2.022 -0.3081
C 0.763 -2.816 -2.696 -0.5996
S 1.133 -3.004 -4.462 0.6861
C 0.703 0.132 1.270 -0.1136
C 0.651 1.128 2.454 -0.0976
C 0.072 2.518 2.539 -0.6265
F 0.720 3.182 3.542 0.0911
F -1.221 2.539 2.903 0.1048
F 0.200 3.302 1.451 0.0693
H 4.237 -2.554 -0.859 0.0372
H 4.933 -1.344 -1.960 0.0964
H 5.741 -1.774 -0.435 0.0562
H 4.727 0.113 0.353 0.0677
H 3.328 -0.909 0.544 0.1126
H 2.171 3.636 0.122 -0.0148
H 3.984 2.824 -0.732 0.0160
H -3.449 3.069 -0.710 0.0408
H -2.109 3.085 -1.866 0.0380
H -3.363 1.811 -1.956 0.0037
H -1.991 -0.885 0.521 0.0614
H -3.314 0.124 1.033 0.0468
H -4.310 0.062 -1.267 0.0403
H -3.038 -1.077 -1.757 0.0051
H -4.156 -1.477 -0.479 0.0660
H 1.146 -1.826 0.066 0.1224
H -0.255 -1.409 -0.859 0.0736
H 2.503 -2.071 -1.754 0.0805
H 1.705 -0.873 -2.739 0.0467
H -0.314 -2.703 -2.572 0.0297
H 1.051 -3.765 -2.240 0.0705
H 1.319 -1.706 -4.736 -0.1633
H -0.170 -0.512 1.356 0.0945
H 1.542 -0.503 1.554 0.1097
H 1.657 1.213 2.848 0.0193
H 0.104 0.596 3.239 0.1105
O 2.013 5.208 -2.609 -0.0430
H 2.762 5.387 -2.030 0.0384
H 2.188 4.323 -2.949 0.0094
O -1.246 -0.721 4.917 -0.0522
H -0.897 -0.229 5.668 0.0434
H -2.059 -0.261 4.685 0.0330
O -5.642 0.183 -3.347 -0.0622
H -6.070 -0.391 -3.997 0.0079
H -6.150 0.998 -3.406 0.0317
O 2.545 0.897 5.296 -0.0559
H 3.470 1.094 5.476 0.0533
H 2.192 1.721 4.942 0.0187
O -4.947 -1.254 2.105 -0.0488
H -4.563 -1.244 2.989 0.0458
H -5.898 -1.217 2.275 0.0205
O 7.644 -2.991 0.536 -0.0617
H 7.998 -3.827 0.866 0.0085
H 8.208 -2.317 0.926 0.0413
O -7.626 -0.355 -5.463 -0.0538
H -8.031 -0.953 -6.097 0.0406
H -8.169 0.439 -5.527 0.0249
O -10.498 0.483 -6.034 -0.0477
H -10.916 -0.110 -6.667 0.0443
H -10.999 1.303 -6.103 0.0449
O -3.748 -3.973 2.941 -0.0602
H -2.832 -3.767 3.151 0.0307
H -4.103 -3.173 2.534 -0.0107
O 0.344 7.330 -0.700 -0.0669
H 1.052 7.488 -0.065 0.0154
H 0.563 6.472 -1.082 0.0014
O 1.712 5.868 1.905 -0.0568
H 1.165 5.097 1.723 -0.0071
H 1.434 6.171 2.774 0.0445
O 4.410 -4.747 -0.333 -0.0557
H 5.359 -4.583 -0.276 0.0264
H 4.317 -5.703 -0.273 0.0393
O -7.884 -1.673 2.952 -0.0440
H -8.334 -2.069 2.199 0.0514
H -8.241 -2.127 3.721 0.0492
O 3.090 -2.039 6.182 -0.0632
H 2.663 -2.620 5.546 0.0313
H 2.602 -1.209 6.115 -0.0039
O 9.001 -5.707 0.124 -0.0506
H 8.802 -5.682 -0.817 0.0469
H 9.893 -6.064 0.176 0.0448
```

---

No. 2
Density functional theory data (ωB97M-V/def2-TZVPD) for a 14-piece molecular cluster, C15H56F3N22O15 overall at a distorted geometry.

## Properties
F_max, eV/A: 8.80
E_HOMO, eV: -8.2
LUMO, eV: -5.4
Charge: +1

```
111
Properties=species:S:1:pos:R:3:lowdin_charge:R:1
O 0.437 5.154 -6.434 0.3879
H 0.501 4.573 -5.672 0.1841
H 0.633 4.661 -7.233 0.1885
H 1.078 5.849 -6.269 0.1919
O -2.903 0.012 -5.666 0.3862
H -2.387 0.275 -6.431 0.1805
H -2.690 0.592 -4.931 0.1853
H -3.837 0.117 -5.861 0.1891
C 1.502 0.743 -0.803 -0.4952
O 0.736 0.188 0.243 -0.1124
O 0.634 1.688 -1.403 -0.2890
C 2.830 1.219 -0.279 -0.6102
F 3.492 0.353 0.446 0.1460
F 3.668 1.545 -1.259 0.1304
F 2.766 2.298 0.561 0.1016
C 1.034 -1.145 0.817 -0.2382
C 0.193 -1.307 2.112 -0.0690
H 0.598 -2.083 2.762 0.0702
H 0.191 -0.275 2.462 0.0739
H -0.811 -1.527 1.750 0.0620
H 2.088 -1.221 1.084 0.0906
H 0.936 -1.996 0.143 0.1057
H 1.705 -0.068 -1.502 0.1354
C 5.552 -4.847 -3.926 -0.7972
O 4.498 -4.231 -4.020 0.0201
N 6.503 -4.574 -3.099 0.1648
N 5.808 -5.953 -4.567 0.1499
H 7.295 -5.200 -3.111 0.1098
H 6.542 -3.732 -2.541 0.1272
H 6.458 -6.557 -4.085 0.1055
H 4.967 -6.386 -4.919 0.1198
C -2.672 -5.814 -4.026 -0.7539
O -2.520 -5.319 -2.898 0.0031
N -2.126 -5.473 -5.167 0.1536
N -3.598 -6.721 -4.222 0.1456
H -1.651 -4.597 -5.328 0.1142
H -2.320 -6.090 -5.943 0.1055
H -4.165 -6.894 -3.404 0.1224
H -3.742 -7.179 -5.110 0.1094
C -5.844 1.779 -0.712 -0.8349
O -5.681 1.843 -1.909 -0.0179
N -6.835 2.402 -0.159 0.1789
N -5.310 0.803 -0.078 0.1798
H -6.978 2.305 0.836 0.1213
H -7.391 2.906 -0.835 0.1271
H -5.757 0.653 0.816 0.1167
H -4.361 0.538 -0.298 0.1291
C 11.168 0.080 -4.666 -0.7928
O 10.440 0.274 -5.610 0.0445
N 10.921 -0.102 -3.360 0.1466
N 12.427 0.168 -4.781 0.1460
H 10.009 -0.093 -2.926 0.1114
H 11.731 -0.234 -2.771 0.0962
H 13.040 0.192 -3.979 0.1161
H 12.711 0.376 -5.728 0.1319
C -5.315 8.168 -3.558 -0.7780
O -5.748 9.273 -3.809 0.0504
N -5.816 7.056 -4.087 0.1356
N -4.110 7.930 -3.170 0.1501
H -5.524 6.101 -3.937 0.0985
H -6.621 7.202 -4.679 0.1122
H -3.836 6.974 -2.994 0.1062
H -3.604 8.696 -2.750 0.1247
C -1.048 5.503 3.827 -0.8723
O -1.810 5.895 4.705 0.0143
N -1.532 5.297 2.709 0.1667
N 0.225 5.410 3.862 0.1865
H -2.455 4.903 2.819 0.1384
H -0.864 5.121 1.972 0.1207
H 0.660 5.012 3.042 0.1159
H 0.753 5.727 4.663 0.1296
C -2.107 0.622 10.914 -0.7983
O -3.024 -0.078 10.576 0.0349
N -1.423 1.361 10.065 0.1573
N -1.807 0.862 12.176 0.1551
H -0.785 1.991 10.529 0.1034
H -1.476 1.101 9.090 0.1196
H -1.095 1.520 12.460 0.1079
H -2.554 0.492 12.746 0.1202
C 3.265 -9.123 3.719 -0.8054
O 3.021 -10.327 3.816 0.0195
N 2.349 -8.295 3.378 0.1565
N 4.414 -8.561 3.997 0.1597
H 2.479 -7.407 3.841 0.1122
H 1.448 -8.748 3.321 0.1252
H 5.151 -9.247 3.921 0.1209
H 4.550 -7.561 4.039 0.1115
C 4.775 8.580 -4.963 -0.8553
O 3.711 8.504 -5.536 0.0023
N 5.703 9.329 -5.399 0.1816
N 5.116 7.889 -3.946 0.1747
H 5.603 9.958 -6.183 0.1367
H 6.556 9.271 -4.861 0.1172
H 4.672 6.987 -3.853 0.1281
H 5.980 8.160 -3.499 0.1196
C -6.507 -0.661 5.665 -0.8170
O -7.114 -0.773 4.663 0.0650
N -6.597 0.263 6.606 0.1572
N -5.527 -1.470 5.982 0.1500
H -6.892 1.167 6.265 0.1154
H -5.909 0.186 7.341 0.1032
H -5.452 -2.312 5.428 0.1181
H -4.883 -1.273 6.735 0.1081
C -5.348 -6.493 2.366 -0.8108
O -6.165 -6.941 3.175 0.0046
N -4.195 -7.064 2.146 0.1660
N -5.611 -5.443 1.699 0.1671
H -3.614 -6.654 1.429 0.1079
H -4.072 -7.969 2.577 0.1237
H -6.455 -4.941 1.932 0.1287
H -5.052 -5.136 0.915 0.1129
```

---

The highest LUMO belongs to which entry? C15H56F3IO18P2S2

---

The highest LUMO belongs to which entry? C15H56F3IO18P2S2